Density functional theory data (ωB97M-V/def2-TZVPD) for C6H9N in the gas phase.

Each line ends with the Mulliken charge.
Cartesian coordinates (Å):
1 N 0.4164 -0.0750 0.8109  -0.169
2 C 1.7082 -1.1453 -0.8185  -1.166
3 C 0.5105 -1.2413 0.0894  0.200
4 C -0.7937 0.5184 0.6427  0.220
5 C -0.7807 2.0132 0.7474  -1.109
6 C -0.7750 -1.5195 -0.3375  -0.478
7 C -1.5927 -0.4012 -0.0146  -0.416
8 H -1.0590 -2.3684 -0.9495  0.413
9 H 1.8891 -2.0019 -1.4614  0.333
10 H 1.4470 -0.2946 -1.4714  0.328
11 H -0.8806 2.4097 -0.2680  0.253
12 H -2.6054 -0.2414 -0.3604  0.413
13 H 0.2095 2.3307 1.0887  0.308
14 H 2.6211 -0.8517 -0.2907  0.309
15 H -1.5302 2.4789 1.3799  0.310
16 H 1.2154 0.3892 1.2130  0.250

Calculated values
Structure (SMILES) ... Cc1ccc(C)[nH]1
E_LUMO ... 0.94 eV
Orbital gap ... 8.5 eV
Energy relative to the best compared isomer or geometry (same formula, charge and spin) ... 132.93 kJ/mol

---

Density functional theory data (ωB97M-V/def2-TZVPD) for 2 unconnected molecules or ions with the total composition C6H9N.

Each line ends with the Mulliken charge.
Cartesian coordinates (Å):
1 N 3.5761 -1.3829 -1.1355  -0.437
2 C 0.2334 -0.5571 -1.4795  -0.873
3 C 1.3359 1.0313 0.1357  -1.113
4 C 2.5635 -0.8362 -1.0017  0.110
5 C -1.6183 -0.2880 1.5285  -0.559
6 C 1.3115 -0.1395 -0.8126  0.735
7 C -2.5863 0.0755 0.6939  -0.486
8 H -1.1075 -1.2435 1.4306  0.253
9 H 1.9359 1.8496 -0.2772  0.347
10 H -1.2918 0.3566 2.3413  0.276
11 H -0.7211 -0.0570 -1.3467  0.308
12 H 0.3200 1.3916 0.3160  0.300
13 H 1.7834 0.7466 1.0941  0.320
14 H 0.2741 -1.4045 -2.1567  0.292
15 H -2.9146 -0.5751 -0.1143  0.296
16 H -3.0941 1.0325 0.7841  0.233

Calculated values
Structure (SMILES) ... C=C(C)C#N.C=C
E_LUMO ... 0.69 eV
Orbital gap ... 10.8 eV
Energy relative to the best compared isomer or geometry (same formula, charge and spin) ... 192.15 kJ/mol

---

Density functional theory data (ωB97M-V/def2-TZVPD) for C6H9N in the gas phase.

Each line ends with the Mulliken charge.
Cartesian coordinates (Å):
1 N 0.4681 0.3171 1.3553  -0.022
2 C 1.6503 0.4609 0.7191  -0.545
3 C -1.9210 -0.1344 0.9151  -1.373
4 C -0.5030 -0.0756 0.4613  -0.067
5 C 1.4487 0.2227 -0.6066  -0.673
6 C 0.0789 -0.1378 -0.7757  1.065
7 C -0.6179 -0.4183 -2.0577  -1.248
8 H -1.6585 -0.6832 -1.8877  0.320
9 H -0.1311 -1.2521 -2.5960  0.289
10 H 0.4018 0.3324 2.3612  0.208
11 H 2.1778 0.2457 -1.3978  0.407
12 H -1.9686 -0.2248 2.0052  0.360
13 H -2.4607 0.7673 0.6230  0.256
14 H -0.6054 0.4209 -2.7492  0.278
15 H -2.4925 -0.9850 0.5465  0.363
16 H 2.5466 0.8344 1.1800  0.384

Calculated values
Structure (SMILES) ... Cc1cc[nH]c1C
E_LUMO ... 1.05 eV
Orbital gap ... 8.9 eV
Energy relative to the best compared isomer or geometry (same formula, charge and spin) ... 16.32 kJ/mol

---

Density functional theory data (ωB97M-V/def2-TZVPD) for a molecular structure, C6H9N.

Each line ends with the Mulliken charge.
Cartesian coordinates (Å):
1 N -0.6720 -0.5609 0.2862  -0.241
2 C 0.7687 -0.6091 0.6881  -0.096
3 C 1.4315 0.7868 0.4474  -0.559
4 C 0.9968 -1.2310 -0.7243  -0.725
5 C -0.1223 -0.1880 -1.0343  -0.186
6 C -1.6234 0.2976 0.9685  -0.838
7 C 0.7141 1.0827 -0.7285  -0.443
8 H -1.7501 -0.0633 1.9950  0.291
9 H -0.7815 -0.2311 -1.9084  0.495
10 H 0.9240 1.9041 -1.4165  0.435
11 H 0.6482 -2.2647 -0.7913  0.310
12 H 1.0094 -1.1343 1.6173  0.457
13 H 1.9731 -1.0916 -1.1997  0.333
14 H -1.3525 1.3680 1.0197  0.316
15 H -2.5930 0.2254 0.4614  0.284
16 H 0.4291 1.7095 0.3194  0.167

Calculated values
E_LUMO ... 1.04 eV
Orbital gap ... 9.5 eV
Energy relative to the best compared isomer or geometry (same formula, charge and spin) ... 543.42 kJ/mol

---

Density functional theory data (ωB97M-V/def2-TZVPD) for a molecular structure, C6H9N.

Each line ends with the Mulliken charge.
Cartesian coordinates (Å):
1 N 0.9146 -0.4000 -0.3605  -0.263
2 C -1.1874 1.0254 -0.1387  -0.483
3 C -1.2541 -0.2128 0.7605  -0.221
4 C -0.6706 0.0451 -1.1857  -0.249
5 C -1.3118 -1.0741 -0.4708  -0.595
6 C 2.1388 0.3047 0.0893  -0.897
7 C 0.0744 -0.8309 0.6738  -0.464
8 H 0.5254 -1.3294 1.5533  0.441
9 H -0.5710 0.1982 -2.2651  0.412
10 H -0.4834 1.8216 0.1178  0.249
11 H -1.6224 -2.0695 -0.7662  0.415
12 H -1.8361 -0.3471 1.6595  0.443
13 H 2.7680 -0.2900 0.7877  0.314
14 H 1.9582 1.2543 0.6021  0.302
15 H -2.1995 1.4148 -0.2747  0.306
16 H 2.7641 0.4989 -0.7819  0.292

Calculated values
E_LUMO ... 1.14 eV
Orbital gap ... 8.5 eV
Energy relative to the best compared isomer or geometry (same formula, charge and spin) ... 506.01 kJ/mol

---

Density functional theory data (ωB97M-V/def2-TZVPD) for a molecular structure, C6H9N.

Each line ends with the Mulliken charge.
Cartesian coordinates (Å):
1 N -2.3659 -0.2627 -1.4391  -0.521
2 C 1.6375 -0.0606 1.3122  0.877
3 C -0.2251 -1.0335 -0.3380  -0.858
4 C 0.8159 -0.5328 0.5668  -0.218
5 C -1.4229 -0.0914 -0.3107  0.163
6 C 2.6455 0.5160 2.2049  -1.287
7 C -1.3995 1.2865 -0.8250  -0.741
8 H 2.1768 0.9969 3.0704  0.292
9 H -2.1507 0.2743 -2.2795  0.277
10 H -1.9950 -0.2115 0.6126  0.335
11 H -0.5305 -2.0464 -0.0475  0.302
12 H -3.3246 -0.0785 -1.1744  0.301
13 H 3.2398 1.2733 1.6819  0.291
14 H -0.6093 1.2389 -1.6199  0.236
15 H 0.1646 -1.0936 -1.3617  0.257
16 H 3.3300 -0.2545 2.5756  0.294

Calculated values
E_LUMO ... 0.92 eV
Orbital gap ... 9.3 eV
Energy relative to the best compared isomer or geometry (same formula, charge and spin) ... 539.17 kJ/mol

---

Density functional theory data (ωB97M-V/def2-TZVPD) for C6H9N in the gas phase.

Each line ends with the Mulliken charge.
Cartesian coordinates (Å):
1 N 1.3755 -2.2640 -0.1939  -0.571
2 C 0.4000 0.1426 0.0460  0.835
3 C -0.7417 0.2959 -0.9686  -0.471
4 C 0.9117 -1.2092 -0.1684  0.312
5 C -1.4397 -0.8382 -0.2198  -0.825
6 C -0.5795 -0.2214 1.1673  -0.636
7 C 1.4681 1.2120 0.1098  -1.657
8 H -1.3264 1.2125 -0.8572  0.336
9 H 1.9585 1.2575 -0.8688  0.346
10 H -1.2233 -1.7951 -0.7785  0.290
11 H -0.7094 0.7186 1.7760  0.300
12 H -0.4208 0.1740 -2.0097  0.318
13 H -2.5002 -0.8615 -0.0953  0.365
14 H 2.2254 0.9999 0.8687  0.370
15 H -0.4086 -1.0140 1.8911  0.269
16 H 1.0105 2.1902 0.3014  0.418

Calculated values
Structure (SMILES) ... CC1(C#N)CCC1
E_LUMO ... 0.87 eV
Orbital gap ... 11.4 eV
Energy relative to the best compared isomer or geometry (same formula, charge and spin) ... 268.35 kJ/mol

---

Density functional theory data (ωB97M-V/def2-TZVPD) for C6H9N in the gas phase.

Each line ends with the Mulliken charge.
Cartesian coordinates (Å):
1 N -0.4862 2.5006 -1.4430  -0.539
2 C 1.6136 -0.4577 -0.0874  -0.408
3 C -0.5718 1.5239 -0.8236  -0.143
4 C 0.3641 -0.7373 -0.9432  -0.967
5 C -0.4487 0.2672 -0.0678  1.813
6 C -1.7313 -0.2733 0.5721  -1.690
7 C 0.7872 0.4178 0.8723  -0.968
8 H -1.5104 -1.2114 1.1032  0.427
9 H -0.0254 -1.7579 -0.8918  0.304
10 H 2.1052 -1.3230 0.3522  0.289
11 H 0.6202 -0.0028 1.8669  0.300
12 H -2.5001 -0.4925 -0.1763  0.374
13 H -2.1490 0.4282 1.3019  0.374
14 H 0.4434 -0.4457 -1.9927  0.300
15 H 1.1326 1.4486 0.9833  0.305
16 H 2.3566 0.1154 -0.6261  0.229

Calculated values
Structure (SMILES) ... CC1(C#N)CCC1
E_LUMO ... 0.83 eV
Orbital gap ... 11.8 eV
Energy relative to the best compared isomer or geometry (same formula, charge and spin) ... 102.96 kJ/mol